Entry 1:
{"formula": "C33H68B2Br16F3NO9P", "method": "the ωB97M-V functional and the def2-TZVPD basis", "species": ["C", "C", "O", "B", "O", "C", "O", "P", "C", "C", "C", "C", "C", "N", "C", "C", "O", "C", "C", "F", "F", "F", "O", "C", "C", "C", "O", "C", "O", "B", "O", "O", "C", "H", "H", "H", "H", "H", "H", "H", "H", "H", "H", "H", "H", "H", "H", "H", "H", "H", "H", "H", "H", "H", "H", "H", "H", "H", "H", "H", "H", "H", "H", "H", "H", "H", "H", "H", "H", "Br", "C", "C", "Br", "H", "H", "H", "H", "Br", "C", "C", "Br", "H", "H", "H", "H", "Br", "C", "C", "Br", "H", "H", "H", "H", "Br", "C", "C", "Br", "H", "H", "H", "H", "Br", "C", "C", "Br", "H", "H", "H", "H", "Br", "C", "C", "Br", "H", "H", "H", "H", "Br", "C", "C", "Br", "H", "H", "H", "H", "Br", "C", "C", "Br", "H", "H", "H", "H"], "xyz": [[2.219, -3.304, 2.135], [2.467, -1.826, 2.537], [1.880, -0.982, 1.561], [2.469, 0.257, 1.384], [3.836, 0.484, 1.533], [1.539, 1.479, 0.915], [1.397, 1.237, -0.469], [-0.259, 1.550, -0.995], [0.478, 1.816, -2.771], [0.877, 3.272, -3.061], [2.154, 3.745, -2.363], [3.396, 2.922, -2.705], [4.691, 3.527, -2.115], [5.307, 2.652, -1.113], [-0.608, -0.270, -1.442], [-2.084, -0.507, -1.737], [-2.737, -1.283, -0.684], [-3.919, -0.559, -0.374], [-4.545, -1.056, 0.942], [-4.753, 0.000, 1.769], [-5.713, -1.703, 0.735], [-3.764, -1.908, 1.607], [-0.823, 1.356, 0.631], [0.150, 1.656, 1.614], [-0.061, 0.939, 2.954], [0.928, 1.456, 4.006], [1.510, 0.375, 4.775], [2.689, 0.711, 5.309], [3.749, 0.361, 4.862], [-0.228, 3.196, 1.938], [-1.560, 3.576, 1.936], [0.724, 4.157, 2.195], [0.264, 5.357, 2.802], [1.765, -3.885, 2.937], [3.153, -3.782, 1.823], [1.565, -3.317, 1.263], [2.044, -1.684, 3.532], [3.548, -1.705, 2.615], [4.103, 0.454, 2.460], [2.112, 2.399, 1.121], [-1.546, 1.994, -1.513], [0.007, 2.980, -0.817], [-0.210, 1.475, -3.557], [1.385, 1.212, -2.865], [1.040, 3.366, -4.149], [0.045, 3.955, -2.845], [2.360, 4.802, -2.583], [2.000, 3.683, -1.280], [3.493, 2.878, -3.797], [3.300, 1.917, -2.295], [5.387, 3.795, -2.924], [4.423, 4.470, -1.626], [5.798, 3.204, -0.422], [5.990, 2.036, -1.537], [-0.308, -0.962, -0.658], [-0.040, -0.535, -2.334], [-2.618, 0.425, -1.941], [-2.161, -1.115, -2.651], [-3.689, 0.500, -0.263], [-4.611, -0.720, -1.209], [-0.071, -0.151, 2.874], [-1.070, 1.205, 3.302], [1.748, 1.941, 3.459], [0.481, 2.235, 4.631], [2.701, 1.325, 6.228], [-2.110, 2.861, 2.271], [-0.515, 5.195, 3.547], [-0.034, 6.099, 2.058], [1.118, 5.794, 3.332], [-0.213, -4.313, -2.752], [-0.521, -5.343, -1.126], [-1.719, -4.836, -0.373], [-1.343, -3.184, 0.571], [0.395, -5.295, -0.545], [-0.684, -6.366, -1.463], [-2.012, -5.547, 0.395], [-2.569, -4.624, -1.020], [4.893, 7.002, -2.233], [5.502, 7.982, -0.669], [6.598, 7.237, 0.047], [5.892, 5.738, 1.066], [4.631, 8.156, -0.045], [5.872, 8.934, -1.046], [7.085, 7.880, 0.778], [7.342, 6.833, -0.632], [7.617, 2.378, 5.963], [6.757, 0.687, 6.393], [6.846, 0.378, 7.864], [8.627, -0.242, 8.360], [7.227, -0.071, 5.773], [5.719, 0.808, 6.087], [6.176, -0.440, 8.123], [6.625, 1.236, 8.490], [-5.501, 2.976, -1.508], [-4.614, 3.115, 0.223], [-5.251, 4.168, 1.088], [-4.750, 5.966, 0.535], [-3.562, 3.306, 0.022], [-4.723, 2.137, 0.682], [-4.900, 4.077, 2.114], [-6.335, 4.127, 1.071], [-4.699, -4.569, -2.236], [-5.943, -5.980, -1.725], [-6.012, -6.195, -0.238], [-4.482, -7.194, 0.429], [-5.641, -6.872, -2.265], [-6.906, -5.639, -2.100], [-6.875, -6.809, 0.011], [-6.054, -5.266, 0.323], [-8.284, -4.654, -4.590], [-7.088, -4.460, -6.119], [-6.720, -5.796, -6.701], [-5.395, -6.705, -5.606], [-6.229, -3.895, -5.777], [-7.645, -3.869, -6.842], [-6.250, -5.671, -7.673], [-7.570, -6.465, -6.794], [-7.996, -4.302, -9.949], [-6.549, -3.231, -10.690], [-5.228, -3.547, -10.041], [-5.085, -2.751, -8.272], [-6.837, -2.191, -10.573], [-6.523, -3.483, -11.748], [-4.412, -3.114, -10.615], [-5.059, -4.612, -9.922], [4.268, -3.643, 4.699], [4.854, -2.578, 6.211], [5.841, -3.313, 7.077], [4.961, -4.642, 8.196], [3.959, -2.281, 6.750], [5.317, -1.697, 5.770], [6.321, -2.628, 7.773], [6.600, -3.837, 6.505]], "charge": -1}

=====

Entry 2:
{"formula": "C25H36MnOP2Si", "method": "the ωB97M-V functional and the def2-TZVPD basis", "species": ["Mn", "H", "H", "P", "P", "C", "H", "H", "H", "C", "H", "H", "H", "C", "H", "H", "H", "C", "H", "H", "H", "C", "H", "H", "H", "C", "H", "H", "H", "C", "O", "H", "C", "C", "C", "C", "C", "C", "Si", "C", "C", "C", "C", "C", "C", "C", "C", "C", "C", "C", "C", "H", "H", "H", "H", "H", "H", "H", "H", "H", "H", "H", "H", "H", "H", "H"], "xyz": [[-1.751, -0.787, -0.415], [-0.466, -0.286, -1.409], [-0.153, -1.006, -1.057], [-2.606, 1.076, -1.218], [-1.337, -2.913, 0.072], [-0.912, -3.368, 1.803], [-0.875, -4.462, 1.902], [0.063, -2.955, 2.091], [-1.673, -2.966, 2.485], [-2.783, -4.004, -0.177], [-3.085, -3.948, -1.230], [-2.535, -5.040, 0.094], [-3.609, -3.644, 0.451], [-0.001, -3.822, -0.791], [0.982, -3.392, -0.562], [-0.019, -4.874, -0.467], [-0.171, -3.774, -1.874], [-4.397, 0.946, -1.583], [-4.782, 1.899, -1.971], [-4.553, 0.147, -2.319], [-4.930, 0.685, -0.658], [-2.631, 2.636, -0.235], [-1.616, 3.042, -0.139], [-3.270, 3.389, -0.727], [-3.032, 2.433, 0.767], [-1.944, 1.821, -2.754], [-1.953, 1.082, -3.564], [-2.572, 2.680, -3.031], [-0.913, 2.161, -2.600], [-0.726, -0.251, 1.187], [-1.143, -0.311, 2.322], [-2.279, -1.369, -1.738], [3.518, -3.330, 0.953], [2.749, -2.845, 2.016], [2.091, -1.626, 1.895], [2.141, -0.904, 0.696], [2.972, -1.357, -0.341], [3.640, -2.582, -0.227], [1.020, 0.572, 0.545], [1.037, 1.865, 1.917], [-0.159, 2.489, 2.304], [-0.259, 3.204, 3.498], [0.859, 3.335, 4.322], [2.091, 2.847, 3.867], [2.195, 2.173, 2.646], [1.309, 1.363, -1.159], [1.528, 2.750, -1.219], [1.724, 3.389, -2.445], [1.745, 2.660, -3.639], [1.582, 1.273, -3.591], [1.398, 0.628, -2.363], [4.036, -4.293, 1.044], [2.650, -3.426, 2.935], [1.519, -1.234, 2.732], [3.105, -0.767, -1.245], [4.249, -2.949, -1.060], [-1.064, 2.427, 1.695], [-1.221, 3.630, 3.812], [0.755, 3.812, 5.301], [2.965, 3.017, 4.477], [3.173, 1.878, 2.255], [1.572, 3.333, -0.300], [1.877, 4.466, -2.476], [1.907, 3.162, -4.600], [1.621, 0.683, -4.516], [1.350, -0.464, -2.384]], "multiplicity": 5, "s2": 6.07, "charge": 1}

=====

Entry 3:
{"formula": "C5H15NO", "method": "the ωB97M-V functional and the def2-TZVPD basis", "species": ["C", "N", "C", "C", "C", "C", "H", "H", "H", "H", "H", "H", "H", "H", "H", "H", "H", "H", "H", "H", "H", "O"], "xyz": [[0.515, -0.983, -1.447], [1.050, 0.353, -1.253], [1.121, 0.866, 0.122], [-0.171, 0.704, 0.919], [2.215, 0.677, -2.046], [-0.342, -1.012, -2.729], [-0.093, -1.256, -0.601], [1.353, -1.677, -1.557], [1.448, 1.901, 0.059], [1.957, 0.277, 0.495], [-0.443, 1.583, 1.493], [-1.005, 0.340, 0.326], [0.006, -0.094, 1.642], [3.109, 0.866, -1.471], [2.007, 1.587, -2.618], [2.435, -0.094, -2.773], [-1.306, -0.546, -2.566], [0.214, -0.630, -3.569], [-0.502, -2.048, -3.018], [-2.946, -1.042, 5.169], [-3.376, 0.080, 6.086], [-3.685, -0.453, 5.342]], "multiplicity": 2, "s2": 0.75, "charge": 1}

=====

Entry 4:
{"formula": "C4HNO2", "method": "the ωB97M-V functional and the def2-TZVPD basis", "species": ["C", "C", "C", "C", "N", "O", "O", "H"], "xyz": [[-1.371, -1.063, -0.635], [0.784, 1.106, -0.537], [-0.365, -0.684, 0.128], [0.106, -0.479, 1.306], [-2.273, -1.468, -1.224], [0.718, -0.215, 2.279], [1.294, 1.771, 0.266], [1.107, 1.033, -1.584]], "charge": 0}

=====

Entry 5:
{"formula": "C3H5NO2S2", "method": "the ωB97M-V functional and the def2-TZVPD basis", "species": ["O", "C", "N", "S", "C", "S", "C", "O", "H", "H", "H", "H", "H"], "xyz": [[1.319, -1.293, 0.679], [1.662, -0.098, 1.133], [1.497, 1.086, 0.544], [1.125, 0.823, -1.099], [-0.713, 0.824, -0.967], [-1.309, 0.020, 0.491], [-1.629, -1.555, -0.329], [-1.662, -1.947, -1.526], [2.059, 0.022, 2.193], [1.734, 2.058, 0.935], [-1.273, 0.300, -1.694], [-1.086, 1.948, -1.011], [-1.724, -2.189, 0.649]], "smiles": "O=CNSCSC=O", "charge": 0}

=====

Entry 6:
{"formula": "C5H8O", "method": "the ωB97M-V functional and the def2-TZVPD basis", "species": ["C", "C", "C", "O", "C", "C", "H", "H", "H", "H", "H", "H", "H", "H"], "xyz": [[0.420, 0.699, -1.348], [-0.790, 0.360, -0.530], [-0.938, -1.093, -0.145], [0.357, -1.464, 0.470], [1.067, -0.389, 0.826], [0.492, 0.814, 0.163], [0.972, -0.109, -1.833], [0.407, 1.637, -1.902], [-1.675, 0.993, -0.550], [-1.089, -1.786, -0.981], [-1.717, -1.243, 0.616], [1.339, -0.289, 2.000], [0.548, 0.078, 2.589], [0.606, 1.792, 0.625]], "charge": 0}

=====

Across the entries above, energy relative to the best compared isomer or geometry (same formula, charge and spin) takes the values 0.00 3.28 10.97 39.57 66.15 118.67 kcal per mole, respectively.